{
  "formula": "C44H60GeN6O2SbSi3Ta",
  "method": "the ωB97M-V functional and the def2-TZVPD basis",
  "symbols": ["Ta", "O", "C", "N", "C", "C", "C", "C", "C", "C", "N", "C", "O", "C", "C", "C", "C", "C", "N", "C", "C", "C", "C", "C", "N", "H", "H", "H", "H", "H", "H", "H", "H", "H", "H", "H", "H", "C", "Sb", "C", "C", "C", "C", "C", "C", "N", "Si", "C", "C", "C", "C", "C", "C", "C", "C", "C", "N", "Si", "C", "C", "C", "Si", "C", "C", "C", "H", "H", "H", "H", "H", "H", "H", "H", "H", "H", "H", "H", "H", "H", "H", "H", "H", "H", "H", "H", "H", "H", "H", "H", "H", "H", "H", "H", "H", "H", "H", "H", "H", "H", "H", "H", "H", "H", "C", "Ge", "C", "C", "C", "H", "H", "H", "H", "H", "H", "H", "H", "H", "H"],
  "coordinates": [[0.992452, 0.104523, -0.103143], [0.516229, 1.127999, -4.238499], [0.691071, 0.586734, -3.171089], [0.505747, 1.123557, -1.916887], [-0.090846, 2.409336, -1.739535], [-0.902200, 3.063783, -2.671505], [-1.467679, 4.289948, -2.356795], [-1.234722, 4.866988, -1.116193], [-0.453659, 4.204002, -0.187837], [0.113806, 2.970164, -0.488087], [0.837571, 2.177769, 0.464192], [1.778400, 2.889005, 1.215415], [2.214325, 3.973010, 0.908467], [2.216096, 2.309537, 2.542572], [3.246428, 2.931358, 3.233556], [3.536571, 2.502629, 4.517664], [2.791241, 1.464125, 5.057101], [1.807581, 0.885820, 4.271536], [1.521087, 1.300392, 3.040998], [1.112968, -0.831342, -3.060437], [1.385941, -1.558494, -4.156293], [1.882514, -2.896678, -3.962362], [1.864025, -3.449982, -2.740970], [1.293989, -2.692935, -1.588505], [1.199914, -1.277072, -1.770072], [-1.077272, 2.611653, -3.632198], [-2.084681, 4.795471, -3.089440], [-1.666647, 5.829223, -0.864109], [-0.290575, 4.638052, 0.790024], [3.775478, 3.743381, 2.754223], [4.323912, 2.976298, 5.091941], [2.957309, 1.108794, 6.066866], [1.219487, 0.050723, 4.643832], [1.333207, -1.090184, -5.129145], [2.291915, -3.445871, -4.807193], [2.270124, -4.435425, -2.537828], [1.878851, -2.888048, -0.714830], [-1.048016, -3.173378, 3.642870], [-0.745020, -1.212801, 2.710508], [0.251827, -2.108573, 0.952826], [-0.607430, -2.830544, 0.003930], [-1.933979, -3.233431, 0.242028], [-2.706594, -3.847840, -0.709401], [-2.174976, -4.109176, -1.972753], [-0.873919, -3.771982, -2.180736], [-0.120271, -3.187049, -1.219368], [1.746043, -3.103791, 1.608304], [1.116428, -4.875843, 1.846359], [3.325942, -3.479152, 0.647121], [2.329309, -2.476450, 3.275502], [-2.912146, -0.659858, 2.326838], [-3.149419, -0.609417, 0.825864], [-4.426168, -0.857651, 0.302819], [-4.666285, -0.790503, -1.057664], [-3.626240, -0.468642, -1.905970], [-2.388430, -0.232150, -1.339085], [-2.131377, -0.295244, -0.021092], [-3.052241, 1.174072, 2.915178], [-4.779109, 1.830306, 2.592706], [-1.892187, 2.293794, 2.023354], [-2.668071, 1.335733, 4.738328], [-4.136177, -1.663681, 3.356056], [-3.606624, -1.679863, 5.164243], [-5.872083, -0.957822, 3.465335], [-4.406035, -3.399258, 2.715526], [-0.210572, -3.365812, 4.314022], [-1.059316, -3.938114, 2.870520], [-1.961194, -3.227876, 4.224022], [-2.336152, -3.053879, 1.224544], [-3.729528, -4.124083, -0.478521], [-2.753339, -4.576638, -2.759956], [-0.363134, -3.953569, -3.116870], [0.359959, -5.141939, 1.089132], [0.670588, -5.049232, 2.834279], [1.952428, -5.580870, 1.734188], [3.184598, -4.328047, -0.036212], [4.081701, -3.776471, 1.387652], [3.729464, -2.642453, 0.078079], [1.539010, -2.430930, 4.032989], [2.781774, -1.480118, 3.205413], [3.096662, -3.173157, 3.639966], [-5.234360, -1.112359, 0.979582], [-5.658084, -0.991796, -1.448725], [-3.759800, -0.395914, -2.979490], [-1.554973, 0.015361, -1.977989], [-5.312675, 1.268083, 1.815921], [-4.703937, 2.871886, 2.253664], [-5.393868, 1.819136, 3.500096], [-1.939524, 2.172173, 0.937426], [-0.857312, 2.128490, 2.339550], [-2.165093, 3.334534, 2.250391], [-3.504339, 1.014114, 5.374283], [-2.469157, 2.395550, 4.951146], [-1.774809, 0.765444, 5.027207], [-4.297292, -1.059397, 5.749830], [-2.597053, -1.285944, 5.316610], [-3.639330, -2.693144, 5.585863], [-5.892891, -0.029508, 4.049448], [-6.485441, -1.700261, 3.997744], [-6.360968, -0.752910, 2.503028], [-3.510377, -4.034292, 2.722548], [-4.810733, -3.387165, 1.692452], [-5.156629, -3.879097, 3.359601], [4.384036, -0.299655, -2.201483], [4.514218, 0.052046, -0.288769], [5.056274, 1.903532, 0.016715], [5.969147, -1.035365, 0.459068], [2.823554, -0.272368, 0.608304], [5.378213, -0.227736, -2.657359], [3.723769, 0.425282, -2.689933], [3.987617, -1.305891, -2.385420], [5.992951, 2.100957, -0.515683], [5.226067, 2.064787, 1.087305], [4.295203, 2.614046, -0.325566], [6.861246, -0.412805, 0.592067], [6.222959, -1.866200, -0.212167], [5.688370, -1.454785, 1.433015], [2.944132, -0.014719, 1.666486]],
  "forces_ev_per_angstrom": [[1.4990, -1.9234, 0.9662], [-0.1052, 0.3015, -0.4550], [-0.0383, 0.2281, 0.7636], [0.0992, 0.2371, 0.1465], [0.1207, -0.3442, -0.3336], [0.0050, -0.0752, 0.0569], [0.0470, -0.0924, -0.0394], [-0.0046, 0.0408, 0.0280], [0.0706, 0.0148, 0.1989], [0.1519, 0.0410, 0.3965], [0.1722, -0.2603, -0.1428], [-0.3611, -0.5693, -0.2559], [0.1231, 0.4863, -0.1582], [-0.1572, 0.1015, -0.1576], [0.1009, 0.0953, -0.0062], [0.0178, -0.0030, -0.0433], [0.0117, -0.0010, 0.0359], [-0.0442, -0.0176, 0.0069], [-0.1822, -0.2453, 0.1849], [-0.1684, -0.0802, 0.5095], [0.2221, -0.4559, -0.3614], [-0.0401, 0.0590, -0.1949], [0.0144, -0.0018, 0.0750], [-0.0874, 0.2197, -0.1958], [0.0389, 0.4962, 0.1078], [0.0389, 0.0035, -0.0887], [0.0089, -0.0208, 0.0165], [0.0264, -0.0651, -0.0282], [0.0363, -0.0102, -0.0403], [-0.0209, 0.0013, 0.0448], [-0.0278, -0.0228, -0.0285], [0.0373, 0.0007, -0.0737], [-0.0072, 0.0730, -0.0155], [-0.0396, -0.0339, 0.0681], [-0.0135, 0.0843, 0.1262], [0.0121, 0.0804, -0.0487], [-0.0389, -0.0836, 0.1237], [-0.1661, 0.1385, 0.0726], [-0.1860, -0.5430, 0.2924], [-0.4599, 1.1482, -0.5651], [0.3108, 0.0064, 0.1429], [-0.0533, -0.1049, 0.1849], [-0.0451, 0.0436, 0.0897], [-0.1632, -0.0921, -0.0123], [0.3333, 0.0760, 0.0397], [0.0070, -0.0047, -0.3169], [-0.1645, -0.3317, 0.3140], [-0.1004, -0.3366, 0.1198], [0.2290, 0.0461, -0.2776], [0.0115, 0.2947, 0.2358], [0.5201, 0.1714, -0.9252], [0.0280, 0.0872, -0.0902], [-0.0285, -0.0275, 0.1055], [-0.1606, -0.0651, 0.1035], [0.0642, 0.0015, -0.1130], [-0.0147, -0.0757, 0.3785], [-0.3113, 0.2110, 0.1102], [-0.0086, 0.0531, 0.0517], [-0.3325, 0.1492, -0.0782], [0.2280, 0.0957, -0.1511], [-0.0683, -0.0193, 0.3655], [-0.0854, -0.0474, 0.2152], [0.1351, -0.1052, 0.2266], [-0.4010, 0.2064, -0.0965], [0.0724, -0.4442, -0.1871], [-0.0766, 0.0099, -0.0687], [-0.0825, 0.0276, 0.0633], [-0.0059, 0.0059, 0.0246], [-0.0642, 0.0546, -0.0047], [0.0636, 0.0097, 0.0342], [0.0754, 0.0692, 0.0764], [0.0234, 0.0358, 0.0686], [0.1946, 0.0089, 0.1951], [0.1217, -0.0064, -0.2734], [-0.1831, 0.1256, 0.0324], [0.0550, 0.1134, 0.1571], [-0.1586, 0.0254, -0.0935], [0.0540, -0.0774, 0.0613], [0.2491, -0.0100, -0.1014], [-0.0337, -0.2427, 0.0282], [-0.1288, 0.1042, -0.0730], [0.1504, 0.0511, -0.2068], [0.0407, 0.0243, 0.0501], [0.0507, -0.0094, 0.1174], [0.1355, 0.0518, 0.0067], [0.0876, 0.1740, 0.1488], [-0.0025, -0.1884, 0.0482], [0.0970, 0.0847, -0.2322], [-0.0028, 0.0649, 0.1380], [-0.0993, 0.0497, -0.0894], [0.0515, -0.2069, -0.0006], [0.2629, 0.1151, -0.1136], [-0.0453, -0.1913, -0.0447], [-0.1442, 0.1846, -0.0308], [0.1589, -0.1416, -0.1070], [-0.1592, -0.1362, 0.0651], [-0.0062, 0.1616, -0.0881], [-0.0565, -0.3286, -0.1127], [0.1288, 0.1315, -0.0808], [0.0265, -0.0505, 0.3541], [-0.2380, 0.1325, 0.0068], [0.0771, -0.0330, 0.2280], [0.1316, 0.0712, -0.1377], [-0.0065, -0.0756, -0.2030], [0.0483, -0.0219, -0.0754], [-0.0735, 0.2414, -0.0001], [0.1315, -0.3105, 0.0913], [-1.3615, 1.2131, -1.3140], [-0.1557, 0.0011, 0.0395], [0.0929, -0.1095, 0.0396], [0.0731, 0.1728, 0.0003], [-0.1027, 0.0056, 0.0731], [-0.0123, 0.0136, -0.1418], [0.1476, -0.1023, 0.0652], [-0.1288, -0.1136, -0.0296], [-0.0344, 0.1407, 0.1803], [0.0863, 0.0804, -0.1672], [-0.1611, -0.1903, -0.0272]],
  "e_lumo_ev": -0.499,
  "total_energy_ha": -5434.4126,
  "largest_force_ev_per_a": 2.6,
  "de_lowest_kj_mol": 61.54,
  "spin_multiplicity": 1
}